Version P
Below is the ion C6H16N2 with charge -1, with properties calculated with ωB97M-V/def2-TZVPD.

Computed properties:
expectation value of S² = 0.750
HOMO energy (spin up / spin down) = 1.41 / -5.01 eV
orbital gap (spin up / spin down) = 2.33 / 8.73 eV
LUMO level (spin up / spin down) = 3.7 / 3.7 eV
charge = -1
2S+1 = 2

Structure (XYZ):
```
24
Properties=species:S:1:pos:R:3:mulliken_charge:R:1
C -0.90452 0.19559 0.70112 -2.0357
H -1.87701 0.02813 1.15397 1.0560
N 0.71377 -0.54276 -1.02066 -0.2533
C -0.50367 -0.88938 -0.31908 -0.6280
H -0.42529 2.06296 2.86870 0.4732
C 0.69098 -0.22552 -2.44388 -0.8062
H -0.67975 -1.81654 -3.18890 0.3811
H 1.33500 -0.43709 3.05515 0.5228
H -0.16990 2.56301 1.18142 0.5596
C -0.50305 -0.74927 -3.21612 -1.4974
H -0.94001 1.09647 0.09470 0.4399
H -0.60553 -0.33414 -4.21133 0.5726
H -0.17519 -1.29159 2.57010 0.0945
C 0.21083 1.93010 1.97710 -3.1010
H -1.42068 -0.92525 -0.92394 0.3843
N 0.24190 0.53990 1.57488 2.2009
H 1.09553 0.23731 -0.50905 0.3288
H 1.20816 2.19715 2.34783 0.5331
H -0.14112 0.23075 3.61780 0.3519
H 0.84940 0.80881 -2.73845 0.3958
C 0.27856 -0.33033 2.77766 -1.8512
H -1.42116 -0.37438 -2.75600 0.3953
H -0.40806 -1.88110 0.12057 0.2978
H 1.54768 -0.73349 -2.89901 0.1849
```

***

Version Q
Below is the ion C6H16N2 with charge -1, with properties calculated with ωB97M-V/def2-TZVPD.

Computed properties:
expectation value of S² = 0.750
HOMO energy (spin up / spin down) = 1.39 / -5.24 eV
orbital gap (spin up / spin down) = 2.59 / 9.23 eV
LUMO level (spin up / spin down) = 4.0 / 4.0 eV
charge = -1
2S+1 = 2

Structure (XYZ):
```
24
Properties=species:S:1:pos:R:3:mulliken_charge:R:1
C -2.84531 1.01936 0.84346 -2.0251
C 1.32927 0.17361 -1.35885 -1.1949
C -1.41632 1.43970 0.58389 -0.0393
H 0.70388 -2.41289 0.93356 0.1104
N 0.94652 0.32481 1.08100 -0.5131
H 0.30275 -0.06541 -1.69649 -0.0295
H 1.96571 -0.59527 -3.18528 0.7164
H 1.28731 1.26205 -1.19518 0.0607
H 1.35056 1.24655 1.04331 0.3040
H 2.50824 -0.71017 0.18151 0.5872
C -0.49483 0.40117 1.29740 -1.0676
H -1.10292 1.46050 -0.49529 0.2558
N 2.34785 -0.29748 -2.30036 -0.4031
H -1.12305 2.41272 0.98338 0.4439
H -0.39900 -1.90431 -0.31856 0.7993
H -0.62461 0.52994 2.38516 0.3408
H -3.69286 1.57494 0.52041 0.6103
C 1.41353 -0.56987 -0.02036 0.7011
H 2.92853 -1.01939 -1.90923 0.2255
H -3.14412 0.79656 1.89793 0.3652
H 0.90558 -2.74038 -0.65134 1.1099
H -0.98452 -0.56962 1.21322 0.4712
H -2.83798 0.12128 0.18632 0.4136
C 0.67578 -1.87844 -0.01959 -3.2427
```

***

Of them, version Q has the highest stability.

***

Version P
Below is the molecule C6H13NS, with properties calculated with ωB97M-V/def2-TZVPD.

Computed properties:
SMILES string = C=N[S@@](=C)(C)=CCC
HOMO energy = -7.58 eV
orbital gap = 8.28 eV
LUMO level = 0.7 eV

Structure (XYZ):
```
21
Properties=species:S:1:pos:R:3:mulliken_charge:R:1
C 2.22635 0.99114 0.82675 -1.2057
C -0.93301 1.10666 0.48787 -0.8678
H 0.44163 0.28559 -2.27470 0.3949
N 0.88078 -1.18251 -0.30182 -0.3576
H 2.54217 1.94264 0.41147 0.3157
C 1.73371 -1.88118 0.29576 -0.2859
H 2.00149 1.06408 -1.90787 0.4342
H -1.81893 0.14480 -1.19596 0.2164
S 0.78236 0.53176 0.06529 0.9255
H -1.52096 -1.70464 0.42816 0.2505
H -0.94952 1.06471 1.57729 0.2907
H 2.51758 -1.44269 0.91987 0.3444
H -3.24846 -1.46622 0.11320 0.3560
H 0.47780 2.00018 -1.77714 0.3521
H 2.05744 1.06976 1.89550 0.3294
C -2.35641 -1.01513 0.54432 -1.0828
H -2.53105 -0.85853 1.60753 0.3133
H 1.70569 -2.95717 0.17952 0.2914
C 0.94547 1.02776 -1.66670 -1.2133
C -2.03527 0.31603 -0.14023 -0.1430
H -2.91885 0.96299 -0.08809 0.3417
```

***

Version Q
Below is the molecule C6H13NS, with properties calculated with ωB97M-V/def2-TZVPD.

Computed properties:
SMILES string = C[C@@H](S)[C@@]1(C)CN1C
HOMO energy = -8.49 eV
orbital gap = 8.75 eV
LUMO level = 0.3 eV

Structure (XYZ):
```
21
Properties=species:S:1:pos:R:3:mulliken_charge:R:1
S 2.87895 -0.48618 0.37908 -0.2508
H -3.27680 0.84875 0.10488 0.2393
H -2.59406 0.34797 -1.26299 0.2490
N -1.15051 0.33160 0.36965 -0.2959
H -0.05891 0.51348 2.03814 0.2923
H 2.00688 2.60317 -0.62550 0.2889
C -0.42252 -0.25231 1.52019 -0.6986
C 1.35452 0.37322 -0.34039 0.1209
H -0.90949 -1.06680 1.97843 0.3501
H -0.35141 -1.58128 -1.42476 0.4022
H 3.72928 -0.51069 -1.08812 0.1673
C -0.02035 -1.73864 -0.41880 -1.8761
H 0.05957 2.25388 -0.28735 0.2752
H 1.18347 2.18919 0.96741 0.3164
C 0.13209 -0.41344 0.21104 0.8262
C -2.42810 0.08620 -0.21528 -0.8140
C 1.17138 1.89338 -0.10679 -1.2278
H 0.77203 -2.40178 -0.50558 0.4582
H 1.31894 0.28971 -1.40888 0.4848
H -0.81445 -2.32742 0.11629 0.3335
H -2.58051 -0.95203 -0.00069 0.3588
```

***

Of them, version Q has the highest stability.